(1)
Entry from OMol25: a 3-piece molecular cluster, C24H46N3O4 overall (ωB97M-V/def2-TZVPD).

XYZ file:
```
77
Properties=species:S:1:pos:R:3:forces:R:3:mulliken_spin:R:1
O 5.532 2.777 0.308 3.6 -5.0 -6.4 0.000
C 6.110 2.064 -0.664 -0.6 2.8 4.0 0.000
O 7.530 1.631 -0.510 -3.2 1.3 -2.1 0.000
C 5.367 1.659 -2.068 1.3 0.3 0.6 0.000
C 3.955 0.843 -1.899 0.4 0.2 -2.5 0.000
C 3.009 1.466 -3.088 -1.4 0.0 1.9 0.001
C 2.369 2.729 -2.247 0.6 0.6 0.6 -0.002
C 2.146 2.087 -0.752 2.4 -1.1 -3.0 -0.001
N 3.075 1.077 -0.692 -3.3 2.7 1.9 0.001
H 7.967 1.546 -1.429 -1.2 0.1 2.0 0.000
H 6.117 0.977 -2.699 -1.8 1.4 1.4 0.000
H 5.223 2.670 -2.675 0.2 -2.1 1.5 0.000
H 4.152 -0.298 -2.075 -0.5 2.3 0.8 -0.001
H 3.522 1.887 -4.055 -0.9 -1.4 2.0 0.000
H 2.168 0.638 -3.202 1.7 2.0 -0.5 0.000
H 1.500 3.340 -2.753 1.5 -1.7 1.3 0.000
H 3.240 3.523 -2.091 -1.7 -1.5 -0.2 0.000
H 1.339 2.443 0.043 2.0 -1.1 -1.5 0.007
H 3.022 0.543 0.227 0.8 0.3 -1.7 -0.003
C 2.118 -4.827 1.563 -0.2 -0.2 -0.1 0.007
C 1.531 -3.391 1.620 1.5 -1.1 1.4 0.031
C 0.281 -3.358 2.538 -0.3 0.2 -0.2 0.023
C -0.961 -3.965 1.900 0.0 -0.1 0.0 -0.017
C -1.240 -3.325 0.543 0.2 0.1 0.3 0.015
C -0.025 -3.381 -0.418 -0.9 -1.0 -1.6 0.043
N 1.252 -2.906 0.227 -1.8 4.8 1.4 0.323
O 1.196 -1.500 0.278 0.7 -3.5 -0.6 0.579
C 0.145 -4.834 -0.942 0.1 -0.2 0.1 0.006
C -0.379 -2.574 -1.711 0.4 0.5 0.5 -0.007
C 2.667 -2.583 2.339 -0.4 0.5 -0.6 -0.011
H 1.427 -5.577 1.190 0.0 0.1 -0.1 0.001
H 3.019 -4.859 0.940 -0.2 0.1 0.0 -0.005
H 2.402 -5.172 2.566 -0.1 0.3 -0.2 0.000
H 0.052 -2.320 2.813 0.2 0.0 -0.2 0.001
H 0.489 -3.881 3.481 0.3 0.1 -0.3 0.002
H -0.846 -5.049 1.802 0.0 0.1 0.0 0.000
H -1.822 -3.807 2.560 0.1 -0.1 -0.1 0.002
H -2.106 -3.824 0.087 0.3 0.1 -0.2 0.002
H -1.543 -2.282 0.706 0.2 0.0 -0.1 0.003
H 1.123 -4.975 -1.417 -0.1 0.0 0.1 -0.007
H -0.613 -5.075 -1.698 0.1 0.3 0.2 0.000
H 0.016 -5.594 -0.171 0.1 0.1 0.0 0.001
H -0.650 -1.534 -1.501 0.2 -0.2 0.1 0.003
H -1.245 -3.012 -2.224 0.2 -0.2 0.3 0.000
H 0.458 -2.578 -2.420 -0.1 0.0 0.2 0.000
H 3.574 -2.541 1.724 -0.2 0.0 0.0 0.003
H 2.939 -3.053 3.292 -0.2 -0.1 -0.3 0.000
H 2.367 -1.557 2.579 0.0 -0.2 -0.2 0.001
C -4.887 3.772 0.513 -0.1 -0.2 0.1 0.005
C -3.537 3.549 -0.220 -1.8 1.4 -0.4 0.039
C -3.715 2.530 -1.376 0.3 -0.2 0.1 0.020
C -3.829 1.087 -0.905 0.0 0.0 0.0 -0.015
C -2.657 0.717 -0.002 0.0 0.3 -0.2 0.034
C -2.477 1.690 1.192 -0.2 -1.3 1.5 0.013
N -2.488 3.137 0.772 4.1 -0.5 -3.4 0.314
O -1.235 3.415 0.194 -3.1 -0.5 1.9 0.595
C -3.593 1.424 2.239 -0.3 0.1 0.0 0.020
C -1.169 1.298 1.956 0.1 0.6 -0.4 0.002
C -3.260 4.952 -0.864 0.7 -0.4 0.3 -0.004
H -5.316 2.870 0.943 0.1 0.0 0.0 0.000
H -4.783 4.511 1.315 0.1 -0.1 -0.1 -0.005
H -5.650 4.148 -0.181 0.4 0.0 0.0 0.000
H -2.862 2.599 -2.064 0.0 0.1 0.2 0.005
H -4.603 2.782 -1.971 0.2 0.2 0.3 0.000
H -4.782 0.931 -0.389 0.1 0.0 0.0 0.000
H -3.842 0.421 -1.776 0.0 0.1 0.1 0.001
H -2.800 -0.308 0.363 0.1 0.3 0.2 0.000
H -1.742 0.696 -0.611 0.0 0.2 0.1 -0.009
H -3.658 2.239 2.969 0.0 -0.1 -0.2 -0.011
H -3.396 0.505 2.806 0.2 0.2 -0.2 0.001
H -4.578 1.268 1.797 0.1 0.2 0.0 0.001
H -0.281 1.316 1.315 -0.2 0.1 0.0 -0.004
H -1.234 0.276 2.351 -0.3 0.2 -0.2 0.000
H -0.995 1.967 2.808 -0.1 -0.1 -0.2 -0.002
H -3.093 5.716 -0.095 0.0 -0.2 -0.1 0.002
H -4.113 5.279 -1.471 0.0 -0.4 0.3 0.000
H -2.394 4.944 -1.535 -0.1 -0.1 0.3 -0.001
```
Positions in Å, forces in eV/Å.

As for the expectation value of S²: 2.010. As for the LUMO energy (spin up / spin down): -4.21 / -4.22 eV. The calculation puts the HOMO energy (spin up / spin down) at -11.5 / -12.1 eV. Its total charge is +1. The frontier orbital gap (spin up / spin down) is 7.24 / 7.87 eV. As for the spin multiplicity: 3.

---

(2)
Entry from OMol25: a 2-piece molecular cluster, C24H46NO7PS2 overall (ωB97M-V/def2-TZVPD).

XYZ file:
```
81
Properties=species:S:1:pos:R:3:forces:R:3:mulliken_charge:R:1
C 2.606 -2.798 4.790 -0.7 0.1 -0.1 -0.884
C 1.369 -1.907 4.188 0.9 0.9 -0.2 -0.356
C 1.797 -1.368 2.677 -1.7 0.7 0.2 -0.622
C 1.030 -2.286 1.509 1.0 0.2 0.5 0.867
C 1.563 -3.825 1.690 -0.1 0.1 0.9 -1.410
C 1.395 -1.628 0.015 -0.6 1.9 2.0 -1.489
N 2.229 -2.553 -0.843 1.0 0.2 0.3 0.411
C 2.602 -1.883 -2.145 0.9 0.8 -3.0 -0.733
C 1.736 -0.539 -2.513 1.3 0.7 -1.0 0.331
C 2.503 0.860 -2.009 3.6 5.3 2.3 0.267
O 2.093 2.057 -2.438 1.0 -6.4 1.5 -0.672
O 3.700 0.838 -1.106 -6.1 -1.7 -4.2 -0.717
O 0.315 -0.588 -2.146 1.8 -1.2 1.6 -0.262
C 0.091 -1.010 -0.760 1.1 0.9 1.3 0.125
C -0.361 0.342 0.084 0.5 0.6 -0.2 -0.112
C -1.835 0.929 -0.324 -0.1 1.0 0.6 -1.101
C -2.699 1.155 1.069 -0.1 0.4 0.0 0.641
C -2.473 2.755 1.501 0.7 -1.1 0.4 -1.203
C -4.282 0.739 0.957 -0.5 0.4 1.4 -0.347
C -4.768 0.311 2.493 0.8 -0.1 0.9 -0.801
C -4.251 -1.174 2.957 -1.8 -3.0 -0.2 -0.162
C -5.042 -2.435 2.946 1.9 2.4 -0.1 0.394
C -4.280 -3.920 3.053 -0.3 0.1 0.0 -0.901
C -6.692 -2.463 2.827 1.8 0.4 -0.8 -1.040
P -1.331 -2.340 -0.846 -2.5 -0.7 -1.9 0.673
O -0.749 -3.977 -0.723 -1.5 1.8 1.4 -0.523
O -2.526 -2.128 0.411 3.6 0.4 -0.7 -0.107
S -2.118 -2.192 -2.662 0.4 -0.2 2.0 -0.384
H 3.547 -2.671 4.106 -1.8 -0.2 1.4 0.223
H 2.851 -2.385 5.860 -0.4 -1.3 -2.0 0.299
H 2.289 -3.930 4.772 0.9 2.2 0.4 0.224
H 1.213 -0.967 4.900 0.3 -2.0 -1.7 0.377
H 0.333 -2.457 4.151 2.1 0.9 0.0 0.208
H 1.403 -0.242 2.631 0.9 -2.4 -0.3 0.193
H 2.953 -1.317 2.503 -2.2 -0.3 0.4 0.426
H -0.110 -2.225 1.769 2.1 -0.2 -0.8 -0.329
H 0.980 -4.304 2.613 1.4 1.1 -2.0 0.269
H 2.718 -3.760 1.988 -2.5 -0.4 -0.8 0.301
H 1.363 -4.535 0.782 0.4 1.4 1.7 0.311
H 2.097 -0.698 0.273 -1.2 -1.9 -1.0 0.545
H 3.144 -2.724 -0.326 -1.6 0.0 -0.6 0.474
H 1.787 -3.470 -1.073 0.1 0.8 0.6 0.530
H 2.429 -2.659 -3.015 0.2 1.4 1.9 0.309
H 3.759 -1.604 -2.165 -2.7 -0.3 0.4 0.332
H 1.759 -0.460 -3.705 -0.2 -0.2 2.7 0.403
H -0.239 0.186 1.260 -0.5 0.1 -2.6 -0.144
H 0.424 1.202 -0.182 -1.4 -2.2 0.4 0.317
H -1.679 2.024 -0.775 -0.3 -2.5 0.8 0.426
H -2.405 0.325 -1.149 1.2 0.8 1.8 0.325
H -2.261 0.539 1.992 -0.7 1.0 -2.1 -0.180
H -2.470 2.863 2.685 -0.4 -0.1 -2.6 0.308
H -1.360 3.026 1.167 -2.6 -0.3 0.6 0.352
H -3.289 3.408 0.974 1.8 -1.1 1.1 0.272
H -4.934 1.704 0.696 1.4 -2.2 0.2 0.371
H -4.511 -0.160 0.243 0.6 1.9 1.2 0.252
H -5.922 0.412 2.658 2.2 -0.2 -0.5 0.370
H -4.217 1.091 3.210 -1.4 -1.6 -1.4 0.209
H -3.123 -1.264 3.325 -2.4 0.1 -1.1 0.287
H -3.973 -4.189 4.161 -0.6 0.6 -2.2 0.257
H -5.000 -4.788 2.683 1.3 2.0 0.8 0.308
H -3.329 -3.983 2.348 -2.0 0.4 1.6 0.084
H -6.993 -3.486 2.342 0.4 2.0 1.2 0.334
H -7.108 -2.290 3.908 0.5 -0.5 -2.3 0.254
H -6.991 -1.599 2.075 0.4 -1.8 1.8 0.265
H -1.529 -4.531 -0.407 1.3 0.9 -0.6 0.339
H -2.118 -1.608 1.182 -1.0 -0.9 -1.3 0.004
O 5.378 5.548 -6.887 -0.4 0.2 -0.2 -0.664
S 4.019 5.773 -6.442 -0.3 -0.2 -0.2 1.155
O 2.972 6.216 -7.341 0.6 0.0 0.0 -0.682
C 3.458 4.317 -5.581 -0.1 -0.4 0.3 -0.660
C 3.880 4.548 -4.138 0.1 -0.2 0.3 -0.339
C 3.549 6.010 -3.839 -0.2 0.0 0.3 -0.713
C 4.058 6.844 -5.013 0.0 0.6 0.5 -0.632
H 3.908 3.426 -6.022 0.0 0.2 -0.1 0.406
H 2.369 4.274 -5.671 0.2 0.0 0.0 0.342
H 3.364 3.867 -3.454 0.1 0.0 -0.1 0.144
H 4.959 4.384 -4.031 -0.1 0.0 0.0 0.291
H 2.463 6.126 -3.747 0.2 0.0 0.0 0.303
H 3.996 6.341 -2.896 -0.1 0.0 -0.2 0.354
H 3.422 7.715 -5.194 0.2 -0.1 -0.2 0.361
H 5.092 7.165 -4.858 -0.1 -0.1 -0.2 0.348
```
Positions in Å, forces in eV/Å.

As for the LUMO energy: -0.60 eV. The calculation puts the HOMO energy at -8.1 eV. Its total charge is 0. The frontier orbital gap is 7.50 eV.

---

(3)
Entry from OMol25: C24H47B11Br6Cl2N6O2PS2Tl as an isolated structure (ωB97M-V/def2-TZVPD).

XYZ file:
```
102
Properties=species:S:1:pos:R:3:forces:R:3:mulliken_charge:R:1
Tl 0.282 0.308 -0.330 0.2 -0.1 -0.1 1.041
C -6.040 -0.373 1.602 0.0 0.0 -0.3 -1.212
C -5.462 -0.460 0.189 0.0 -0.1 0.4 -0.332
N -4.652 0.689 -0.145 -0.5 0.1 -0.4 0.092
C -3.403 0.934 0.252 0.5 -1.2 0.7 -0.510
S -2.588 -0.379 1.273 0.2 0.7 0.0 -0.167
N -2.833 2.045 0.052 -0.3 1.1 -0.3 -0.723
N -1.534 2.239 0.416 0.6 -0.2 0.4 0.387
C -1.111 3.451 0.356 -0.9 -0.2 -0.2 0.750
C -1.994 4.570 -0.101 0.0 -0.1 -0.1 -1.476
C 0.286 3.722 0.729 0.6 0.2 0.2 0.189
C 0.696 4.987 1.157 -0.1 -0.2 -0.1 -0.818
C 2.031 5.191 1.466 0.1 -0.1 0.0 -0.396
C 2.922 4.137 1.348 -0.2 0.2 0.0 -0.981
C 2.424 2.911 0.934 0.2 0.1 0.1 -0.117
N 1.153 2.710 0.635 -0.2 0.1 -0.1 0.137
H -6.673 -1.237 1.786 -0.1 -0.1 0.1 0.395
H -5.245 -0.348 2.343 0.0 0.0 0.1 0.207
H -6.637 0.528 1.712 -0.1 0.1 0.0 0.377
H -4.866 -1.370 0.084 -0.1 0.1 -0.1 0.061
H -6.270 -0.503 -0.542 0.1 -0.1 0.0 0.527
H -5.077 1.421 -0.699 0.2 0.0 0.0 0.417
H -2.760 4.774 0.647 -0.1 0.1 0.0 0.304
H -1.434 5.473 -0.320 0.0 0.1 0.0 0.480
H -2.499 4.234 -1.006 -0.1 0.1 0.0 0.307
H -0.013 5.793 1.266 0.0 0.0 0.0 0.433
H 2.362 6.164 1.798 0.1 0.1 0.0 0.424
H 3.969 4.253 1.577 0.1 0.0 0.0 0.464
H 3.077 2.055 0.836 0.1 -0.1 0.0 0.466
Br 3.465 -0.984 0.503 0.1 -0.3 0.3 -0.338
B 3.388 -2.158 2.099 0.0 0.1 0.0 -0.039
B 4.080 -3.798 2.078 0.0 0.1 0.1 1.017
C 3.100 -4.699 3.143 0.1 0.6 0.1 -0.196
B 2.330 -3.582 2.113 0.0 0.1 0.1 0.626
B 1.784 -3.856 3.776 0.1 0.2 0.1 0.668
B 3.193 -4.213 4.780 0.1 0.1 -0.1 0.755
B 4.613 -4.186 3.725 0.0 0.1 0.0 1.003
B 4.835 -2.542 3.091 0.0 0.2 0.0 0.057
Br 6.625 -1.850 2.640 -0.5 -0.1 0.1 -0.393
B 4.275 -2.793 4.788 0.0 0.0 0.1 0.010
Br 5.439 -2.418 6.336 -0.4 0.0 -0.4 -0.409
B 2.483 -2.588 4.823 0.0 0.1 0.0 0.111
Br 1.458 -1.952 6.384 0.3 -0.1 -0.3 -0.401
B 1.951 -2.206 3.159 -0.1 0.1 0.0 -0.417
Br 0.304 -1.132 2.801 0.5 -0.3 0.2 -0.164
B 3.503 -1.507 3.777 0.0 0.2 0.0 -0.862
Br 3.715 0.445 4.096 -0.1 -0.9 -0.1 -0.258
H 4.586 -4.315 1.152 0.1 0.0 -0.1 -0.342
H 2.978 -5.753 2.945 0.0 0.0 0.0 0.239
H 1.677 -3.947 1.207 -0.1 0.0 -0.1 -0.498
H 0.762 -4.403 3.985 -0.1 -0.1 0.0 -0.405
H 3.117 -5.009 5.640 0.0 -0.1 0.1 -0.320
H 5.475 -4.968 3.886 0.1 0.0 0.0 -0.322
C -2.821 -2.773 4.690 0.1 -0.1 -0.2 -1.561
C -2.532 -3.783 3.591 0.1 -0.3 0.4 0.092
N -2.848 -3.158 2.312 -0.1 0.1 0.0 0.026
C -2.207 -3.253 1.163 0.0 0.3 0.1 0.363
S -2.230 -1.956 -0.028 -0.1 -0.8 0.0 0.260
N -1.485 -4.292 0.758 -0.2 0.4 -0.2 0.486
C -1.565 -5.686 1.157 0.1 -0.4 0.2 -0.390
C -0.168 -6.282 1.256 -0.2 0.1 0.1 -1.024
H -2.599 -3.199 5.663 0.0 0.0 0.1 0.444
H -3.868 -2.477 4.665 -0.1 0.0 0.1 0.447
H -2.207 -1.885 4.555 0.1 0.1 0.0 0.283
H -3.132 -4.687 3.734 0.1 0.0 0.0 0.330
H -1.475 -4.051 3.595 0.0 0.0 0.0 -0.016
H -3.355 -2.287 2.430 0.0 -0.1 -0.2 0.166
H -1.021 -4.146 -0.133 0.1 0.1 0.1 -0.388
H -2.152 -6.228 0.407 0.0 0.1 0.1 0.341
H -2.087 -5.757 2.108 0.0 0.0 0.0 0.297
H 0.349 -6.222 0.300 0.0 0.0 -0.1 0.305
H -0.236 -7.328 1.543 0.0 -0.1 0.0 0.496
H 0.417 -5.743 1.996 0.1 0.0 0.1 0.040
Cl -4.295 1.898 -3.292 -0.1 0.2 0.0 -0.190
C -3.293 0.452 -3.483 0.5 0.0 0.1 0.203
Cl -4.259 -1.001 -3.213 -0.3 -0.2 -0.2 -0.190
C -2.060 0.496 -2.509 -0.4 -0.2 -0.3 -0.176
O -1.278 1.428 -2.623 0.2 0.6 -0.2 -0.664
O -1.968 -0.473 -1.723 -0.1 0.3 -0.2 -0.483
H -2.950 0.436 -4.518 0.0 0.0 0.1 0.383
C -0.470 -4.054 -2.930 0.2 0.0 0.0 -1.295
C 0.914 -3.415 -2.860 -0.1 0.3 0.2 -0.496
P 0.818 -1.551 -3.004 0.5 -0.7 -0.6 0.815
C 0.068 -1.470 -4.707 0.0 0.1 0.3 -0.851
C 0.128 -0.068 -5.302 0.0 -0.1 0.0 -1.322
C 2.621 -1.251 -3.374 -0.4 0.2 0.1 -0.774
C 3.019 0.207 -3.167 0.1 -0.1 0.0 -0.918
H -0.460 -5.077 -2.551 0.0 -0.1 0.0 0.387
H -0.820 -4.091 -3.958 -0.1 0.0 0.0 0.388
H -1.190 -3.462 -2.363 -0.2 0.0 0.1 0.161
H 1.565 -3.827 -3.635 0.0 0.0 0.0 0.550
H 1.381 -3.623 -1.893 0.1 0.0 0.0 0.078
H -0.978 -1.769 -4.595 0.0 -0.1 0.0 0.336
H 0.562 -2.193 -5.366 0.0 0.0 0.1 0.644
H -0.286 0.659 -4.604 0.0 0.1 0.0 0.221
H -0.439 -0.018 -6.232 0.0 0.0 -0.1 0.339
H 1.156 0.215 -5.521 0.1 0.1 -0.1 0.364
H 2.852 -1.579 -4.391 0.0 -0.1 0.0 0.476
H 3.192 -1.867 -2.675 0.0 -0.1 0.0 0.495
H 2.485 0.874 -3.839 0.0 0.1 0.0 0.243
H 4.089 0.333 -3.328 0.0 0.1 0.0 0.419
H 2.795 0.515 -2.145 0.0 0.1 0.1 0.011
```
Positions in Å, forces in eV/Å.

As for the LUMO energy: -0.60 eV. The calculation puts the HOMO energy at -7.8 eV. Its total charge is 0. The frontier orbital gap is 7.17 eV.

---

The records above yield molar mass values of 440.65; 555.74; 1420.43 g/mol, respectively.
The records above yield max |F| values of 0.1715; 0.1483; 0.0281 hartree/bohr, respectively.